{
  "formula": "C20H34BBr2IN3O11S2",
  "method": "wB97M-V/def2-TZVPD",
  "species": ["I", "Br", "Br", "S", "S", "O", "O", "O", "O", "O", "O", "O", "O", "O", "O", "O", "N", "N", "N", "C", "C", "C", "C", "C", "C", "C", "C", "C", "C", "C", "C", "C", "C", "C", "C", "C", "C", "C", "C", "B", "H", "H", "H", "H", "H", "H", "H", "H", "H", "H", "H", "H", "H", "H", "H", "H", "H", "H", "H", "H", "H", "H", "H", "H", "H", "H", "H", "H", "H", "H", "H", "H", "H", "H"],
  "xyz": [[-2.73, 5.24, -1.23], [2.01, 5.51, 4.59], [1.85, 2.14, 4.61], [-0.88, -4.72, -3.72], [-4.40, -2.98, 2.96], [0.27, -5.22, -3.03], [-3.35, -2.47, 1.88], [-0.90, -3.32, -4.07], [-4.60, -1.93, 3.92], [-0.33, 3.07, 1.55], [3.85, -1.26, -1.56], [-0.46, 0.86, 1.96], [0.55, -1.62, 0.21], [-4.02, -4.28, 3.41], [-2.18, -5.09, -2.90], [0.91, 0.45, -0.74], [4.16, 1.41, 0.38], [3.77, 0.73, -3.02], [0.88, -1.22, -0.77], [-1.28, 3.31, 0.47], [0.14, 1.82, 1.60], [-2.34, -3.30, -1.22], [-1.21, -5.68, -5.15], [3.21, 0.83, -0.40], [2.37, 4.48, 3.06], [-5.79, -3.10, 1.90], [-1.12, -3.03, 2.75], [2.60, 2.33, 1.90], [-2.36, 5.17, 1.79], [3.90, 2.13, 1.49], [1.89, 0.97, 0.01], [1.58, 1.71, 1.16], [2.70, 5.29, 1.85], [-2.08, -1.94, 2.34], [-1.62, 4.79, 0.52], [2.56, 1.47, -3.40], [4.92, 1.64, -2.99], [-2.16, -4.78, -1.48], [2.32, 3.15, 3.10], [3.63, 0.05, -1.75], [-1.71, -1.38, 1.48], [5.13, 1.29, 0.11], [-2.42, -3.11, -0.15], [-1.50, -2.73, -1.61], [-0.68, 5.33, 0.47], [-5.54, -3.78, 1.08], [2.67, 1.82, -4.43], [-1.22, -5.15, -1.07], [-6.04, -2.11, 1.53], [-2.25, -1.22, 3.14], [-1.22, -6.73, -4.87], [-2.94, 6.08, 1.66], [3.76, 5.57, 1.85], [1.69, 0.82, -3.37], [4.76, 2.52, -2.36], [-2.17, -5.38, -5.56], [2.48, 4.75, 0.93], [-3.24, -2.92, -1.71], [-1.03, -3.78, 1.97], [4.09, -1.71, -2.39], [5.12, 2.00, -4.00], [-6.60, -3.52, 2.49], [4.75, 2.54, 2.02], [-0.83, 3.03, -0.48], [-0.14, -2.59, 2.94], [-0.41, -5.48, -5.86], [-3.04, 4.37, 2.10], [2.13, 6.21, 1.85], [-1.65, 5.35, 2.60], [2.39, 2.35, -2.77], [-2.97, -5.37, -1.06], [-2.17, 2.69, 0.64], [5.82, 1.11, -2.66], [-1.45, -3.53, 3.66]],
  "lowdin_charge": [0.897, 0.806, 0.853, 0.563, 0.569, -0.283, -0.293, -0.286, -0.267, 0.003, 0.225, 0.194, 0.221, -0.268, -0.257, -0.056, 0.162, -0.111, 0.214, -0.245, -0.451, -0.059, -0.116, 0.028, -0.765, -0.115, -0.064, -0.192, -0.142, 0.044, -0.219, 0.049, -0.111, -0.263, -0.802, -0.062, -0.075, -0.232, -0.733, -0.552, 0.085, 0.182, 0.053, 0.051, 0.075, 0.072, 0.099, 0.113, 0.077, 0.118, 0.079, 0.062, 0.093, 0.093, 0.088, 0.079, 0.080, 0.096, 0.079, 0.142, 0.100, 0.081, 0.162, 0.108, 0.078, 0.080, 0.088, 0.073, 0.079, 0.093, 0.127, 0.131, 0.095, 0.079],
  "charge": 1,
  "spin_multiplicity": 1,
  "energy_ha": -8041.0460,
  "homo_lumo_gap_ev": 7.403
}

***

{
  "formula": "C20H34Cl12F12N2O11S4V",
  "method": "wB97M-V/def2-TZVPD",
  "species": ["V", "Cl", "Cl", "Cl", "Cl", "Cl", "Cl", "Cl", "Cl", "Cl", "Cl", "Cl", "Cl", "S", "S", "S", "S", "F", "F", "F", "F", "F", "F", "F", "F", "F", "F", "F", "F", "O", "O", "O", "O", "O", "O", "O", "O", "O", "O", "O", "N", "N", "C", "C", "C", "C", "C", "C", "C", "C", "C", "C", "C", "C", "C", "C", "C", "C", "C", "C", "C", "C", "H", "H", "H", "H", "H", "H", "H", "H", "H", "H", "H", "H", "H", "H", "H", "H", "H", "H", "H", "H", "H", "H", "H", "H", "H", "H", "H", "H", "H", "H", "H", "H", "H", "H"],
  "xyz": [[0.29, -2.05, 0.54], [3.31, 1.36, -7.12], [4.85, -2.04, -2.50], [0.53, 5.93, 2.97], [-6.82, 3.15, -1.02], [-5.41, 2.22, -3.81], [5.41, -0.61, -6.06], [-5.43, -1.14, 0.41], [-0.08, 2.54, 3.72], [-7.73, -1.03, -3.31], [-4.81, 5.44, 1.87], [-2.68, 5.99, -0.82], [6.43, -2.16, 0.36], [1.48, 0.05, -1.66], [-2.04, -2.10, 2.71], [-0.13, -3.89, 3.33], [-0.46, 1.27, -0.20], [-2.98, 1.75, -0.54], [-2.04, -5.55, 2.61], [2.61, 1.81, 0.16], [-0.25, -6.54, 3.33], [-2.49, -0.23, -1.40], [3.63, 1.52, -1.68], [-0.49, -1.25, 4.72], [-2.57, -1.45, 5.33], [-1.94, 1.72, -2.53], [-1.96, 0.22, 4.02], [-0.22, -5.78, 1.34], [3.83, 0.00, -0.24], [-0.81, -3.88, 4.61], [2.00, -1.41, 1.83], [-0.87, 1.31, 1.22], [-0.82, -2.64, -0.42], [-3.09, -3.05, 3.01], [1.87, -1.35, -1.98], [1.89, -3.58, 0.24], [-2.38, -1.25, 1.60], [1.13, 0.92, -2.77], [0.22, 2.47, -0.61], [1.29, -4.02, 3.52], [-0.52, -2.83, 2.27], [0.26, -0.17, -0.35], [1.88, -4.56, -0.77], [6.62, -1.64, -2.34], [3.19, -2.24, 1.83], [-7.30, -1.46, -1.62], [1.97, -0.50, 2.97], [-2.21, 5.26, 0.78], [2.99, 0.89, -0.76], [-5.86, -0.97, -1.30], [7.01, -1.16, -0.99], [-1.73, -1.07, 4.30], [3.68, -0.86, -5.67], [1.48, 4.84, 4.02], [-5.66, 4.04, -1.89], [-2.07, 1.10, -1.27], [1.47, 3.38, 3.51], [3.18, -3.10, 0.57], [2.97, 0.50, -5.63], [-5.64, 3.91, -3.38], [-0.71, -5.56, 2.56], [-3.33, 4.48, 1.52], [-5.97, 5.05, -1.65], [2.50, 5.21, 3.92], [2.30, -5.49, -0.38], [-5.12, -1.50, -1.91], [2.04, -1.06, 3.90], [2.66, 0.34, 2.93], [-5.70, 0.06, -1.62], [4.07, -1.59, 1.83], [8.08, -0.99, -0.92], [1.90, 0.27, -5.65], [2.32, -4.17, -1.68], [2.23, 2.81, 4.03], [6.90, -0.98, -3.17], [-1.78, 6.02, 1.43], [3.93, -3.88, 0.65], [-3.05, 4.00, 2.46], [3.64, -1.28, -4.67], [-1.39, 4.56, 0.65], [-8.02, -0.88, -1.03], [-6.54, 4.30, -3.85], [1.20, 4.93, 5.07], [3.30, -2.92, 2.68], [-4.67, 3.93, -1.43], [-4.89, 4.54, -3.86], [0.98, -0.05, 3.02], [3.25, -1.56, -6.39], [3.53, -2.51, -0.28], [1.62, 3.39, 2.43], [6.61, -0.16, -0.86], [-3.68, 3.66, 0.90], [-7.47, -2.52, -1.45], [0.89, -4.95, -0.99], [7.17, -2.57, -2.50], [3.24, 1.08, -4.75]],
  "lowdin_charge": [0.686, 0.549, 0.633, 0.567, 0.613, 0.574, 0.501, 0.603, 0.640, 0.502, 0.501, 0.518, 0.624, 0.753, 0.700, 0.574, 0.606, 0.102, 0.138, 0.109, 0.135, 0.085, 0.167, 0.121, 0.102, 0.062, 0.098, 0.136, 0.118, -0.279, -0.281, -0.380, -0.386, -0.277, -0.355, -0.257, -0.322, -0.292, -0.297, -0.276, -0.360, -0.355, -0.077, -0.589, -0.167, -0.625, -0.043, -0.610, -0.650, -0.679, -0.657, -0.592, -0.642, -0.626, -0.780, -0.488, -0.640, -0.213, -0.686, -0.662, -0.640, -0.613, 0.061, 0.060, 0.098, 0.068, 0.098, 0.090, 0.020, 0.090, 0.080, 0.074, 0.095, 0.068, 0.068, 0.020, 0.123, 0.069, -0.002, 0.052, 0.054, 0.072, 0.070, 0.117, 0.031, 0.078, 0.050, 0.075, 0.034, 0.057, 0.065, 0.039, 0.067, 0.093, 0.070, 0.069],
  "s2": 2.02,
  "charge": -1,
  "spin_multiplicity": 3,
  "energy_ha": -10977.0881,
  "homo_lumo_gap_ev": [6.553, 9.410]
}

***

{
  "formula": "C20H34Cl3N5O9",
  "method": "wB97M-V/def2-TZVPD",
  "species": ["Cl", "Cl", "Cl", "O", "O", "O", "O", "O", "O", "O", "O", "O", "N", "N", "N", "N", "N", "C", "C", "C", "C", "C", "C", "C", "C", "C", "C", "C", "C", "C", "C", "C", "C", "C", "C", "C", "C", "H", "H", "H", "H", "H", "H", "H", "H", "H", "H", "H", "H", "H", "H", "H", "H", "H", "H", "H", "H", "H", "H", "H", "H", "H", "H", "H", "H", "H", "H", "H", "H", "H", "H"],
  "xyz": [[-0.34, 5.72, -0.30], [1.47, 3.67, 0.55], [-0.64, 4.34, 2.38], [-3.55, 3.56, 0.26], [0.87, -0.93, -0.19], [-5.73, 3.22, -0.57], [-4.68, 1.62, 0.40], [1.13, -4.56, -2.04], [-1.00, -3.68, -1.64], [-0.22, -4.20, -3.70], [0.72, 0.90, 1.19], [2.65, -0.30, 0.99], [5.57, 0.14, 4.69], [-0.25, 1.80, -4.42], [-3.72, -0.97, -1.35], [1.79, -1.85, 4.48], [4.60, 2.31, -0.92], [3.34, 0.45, 2.07], [3.87, 2.88, -1.56], [-1.55, -3.89, -4.28], [1.33, -0.07, 0.75], [2.94, 3.71, -2.32], [-0.23, 4.14, 0.64], [-6.01, 4.55, -1.02], [0.25, 0.78, -4.34], [6.36, 0.09, 5.57], [-4.57, 2.85, 0.05], [-0.49, -1.42, 3.23], [1.71, -4.27, -0.73], [-0.41, -0.72, -0.69], [-3.91, -2.07, -1.06], [7.22, 0.08, 6.73], [-0.12, -4.12, -2.39], [-4.15, -3.43, -0.63], [-3.55, 1.05, 1.14], [0.79, -1.69, 3.93], [0.98, -0.53, -4.21], [-1.68, -2.81, -4.33], [3.25, 3.77, -3.37], [-3.42, 1.42, 2.16], [-0.63, -0.35, 3.12], [-3.82, 0.01, 1.31], [-5.17, -3.64, -0.31], [0.92, -1.08, -5.15], [1.69, -3.23, -0.39], [3.69, 1.44, 1.79], [-0.93, -1.67, -0.56], [-1.61, -4.18, -5.33], [-5.25, 5.15, -1.51], [1.91, 3.43, -2.52], [-6.20, 5.25, -0.20], [2.00, -0.27, -3.92], [-6.89, 4.55, -1.67], [-2.62, 1.08, 0.58], [0.52, -1.16, -3.45], [-3.41, -3.54, 0.16], [-0.38, -1.83, 2.23], [4.09, -0.22, 2.48], [6.82, 0.57, 7.61], [-0.41, -0.44, -1.75], [2.69, -4.72, -0.56], [-1.34, -1.82, 3.80], [-2.47, -4.24, -3.82], [2.82, 4.74, -1.97], [-3.95, -4.14, -1.43], [2.63, 0.57, 2.89], [7.46, -0.96, 6.98], [-1.09, -0.04, -0.18], [-0.90, 3.39, 0.21], [8.12, 0.58, 6.39], [1.06, -4.75, 0.01]],
  "lowdin_charge": [0.459, 0.576, 0.511, 0.058, -0.018, -0.006, 0.021, -0.013, 0.065, 0.014, 0.022, -0.027, 0.146, 0.123, 0.173, 0.137, 0.147, -0.026, -0.303, 0.003, -0.551, -0.123, -1.419, -0.061, -0.266, -0.263, -0.554, -0.053, -0.011, -0.076, -0.269, -0.078, -0.556, -0.061, -0.021, -0.262, -0.044, 0.086, 0.077, 0.099, 0.074, 0.077, 0.086, 0.079, 0.077, 0.076, 0.066, 0.091, 0.090, 0.062, 0.088, 0.084, 0.092, 0.068, 0.045, 0.084, 0.068, 0.063, 0.087, 0.079, 0.096, 0.081, 0.086, 0.071, 0.074, 0.074, 0.084, 0.066, 0.006, 0.082, 0.087],
  "smiles": "COC(=O)OC.COC(=O)OC.COC(=O)OC.ClC(Cl)Cl.CC#N.CC#N.CC#N.CC#N.CC#N",
  "charge": 0,
  "spin_multiplicity": 1,
  "energy_ha": -3113.8792,
  "homo_lumo_gap_ev": 10.509,
  "de_lowest_kj_mol": 107.15
}

***

{
  "formula": "C20H34ClInN4OP",
  "method": "wB97M-V/def2-TZVPD",
  "species": ["In", "Cl", "P", "O", "N", "N", "N", "N", "C", "C", "C", "C", "C", "C", "C", "C", "C", "C", "C", "C", "C", "C", "C", "C", "C", "C", "C", "C", "H", "H", "H", "H", "H", "H", "H", "H", "H", "H", "H", "H", "H", "H", "H", "H", "H", "H", "H", "H", "H", "H", "H", "H", "H", "H", "H", "H", "H", "H", "H", "H", "H", "H"],
  "xyz": [[-0.42, -2.22, -0.95], [-3.16, -3.76, 0.16], [0.89, -3.47, 0.87], [1.55, 2.18, -3.66], [-0.20, 3.91, -5.82], [4.57, 0.28, 2.12], [-0.65, 1.36, -3.57], [-1.13, -1.82, 7.05], [-1.77, -1.29, 4.99], [-1.33, -0.11, 5.65], [-4.52, -0.87, 1.05], [-0.70, 3.39, -6.98], [-2.66, -2.08, -0.48], [0.78, 1.27, -3.27], [-0.85, 4.42, -7.88], [-0.42, 5.60, -7.23], [5.21, 1.48, 2.25], [4.63, 2.37, 1.37], [1.10, -2.41, 2.42], [-0.02, 5.26, -5.97], [3.61, 1.67, 0.69], [1.40, 0.06, -2.42], [-2.99, -0.91, 0.57], [3.59, 0.39, 1.17], [0.08, -5.15, 1.23], [-0.95, -0.47, 6.92], [0.49, -0.16, -1.11], [-1.63, -2.33, 5.87], [0.01, 3.38, -4.98], [2.95, 2.07, -0.08], [-3.20, -1.83, -1.46], [-0.40, 6.60, -7.65], [2.43, 0.43, -2.09], [-0.26, -3.22, -2.43], [-1.02, 0.40, -3.64], [4.92, 3.40, 1.24], [4.78, -0.55, 2.64], [-0.28, 0.70, -1.05], [-1.31, 0.89, 5.24], [1.17, -0.01, -0.21], [-2.31, -1.03, 1.48], [-0.70, -5.35, 0.42], [-0.94, -2.36, 7.88], [-1.84, -3.38, 5.77], [-5.03, -1.89, 1.00], [-0.56, 0.12, 7.73], [-1.15, 1.84, -2.81], [0.91, -1.30, 2.21], [1.55, -0.88, -3.04], [2.20, -2.50, 2.74], [0.87, -5.96, 1.14], [0.44, -2.69, 3.30], [2.97, -0.46, 0.92], [-2.76, 0.12, 0.11], [-5.13, -0.15, 0.41], [-1.22, 4.33, -8.89], [0.38, 5.85, -5.16], [-0.45, -5.17, 2.24], [6.02, 1.60, 2.95], [-0.90, 2.33, -7.07], [-2.14, -1.37, 3.98], [-4.56, -0.55, 2.14]],
  "lowdin_charge": [0.362, 0.401, 0.603, 0.005, 0.021, 0.006, 0.085, -0.008, -0.110, -0.109, -0.160, -0.144, -0.768, -0.422, -0.133, -0.135, -0.156, -0.120, -0.442, -0.146, -0.108, -0.203, -0.359, -0.135, -0.447, -0.151, -0.312, -0.141, 0.095, 0.089, 0.034, 0.080, 0.101, -0.098, 0.089, 0.085, 0.143, 0.028, 0.090, 0.006, 0.077, -0.007, 0.139, 0.106, 0.045, 0.099, 0.088, 0.017, 0.095, 0.004, 0.007, 0.010, 0.089, 0.098, 0.063, 0.081, 0.103, 0.024, 0.098, 0.103, 0.085, 0.059],
  "charge": -1,
  "spin_multiplicity": 1,
  "energy_ha": -2068.3464,
  "homo_lumo_gap_ev": 6.287
}

***

What is the charge in the fourth record? -1